[1]
Below is the molecule C16H14N6O4S in a non-equilibrium geometry, with properties calculated with the ωB97M-V functional and the def2-TZVPD basis.

Summary:
Energy relative to the best compared isomer or geometry (same formula, charge and spin) = 256.89 kJ/mol
Maximum force = 3.73 eV/Å
Multiplicity = 1
Gap between HOMO and LUMO = 0.2968 Eh
E_HOMO = -8.84 eV
LUMO = -0.77 eV
Structure (SMILES) = O=C1NN/C=N\c2ccc(cc2)S(=O)(=O)c2ccc(cc2)/N=C\NNC1=O

Atoms and positions in Å:
C -3.3598 -1.9846 -2.0204
H -1.8386 -0.8470 -1.3693
C -1.2843 1.7277 -1.0063
N -2.9794 -3.1251 -1.4067
N -2.6569 -0.8127 -2.0409
C -0.8670 -2.5217 1.4976
H 1.4443 0.5552 3.5306
H 1.6626 -2.4058 -0.7625
H 3.4813 1.5192 -0.8709
O 1.6744 -2.0749 3.3362
H 0.6782 2.1632 0.5646
H -4.1064 0.5936 -2.6248
C 2.7621 2.3877 1.0037
C 2.8865 0.0235 0.5105
C -2.5092 1.7627 -1.9313
C -0.4336 -2.8529 -1.2401
C 0.6321 -2.5002 -0.4009
N -3.1147 0.5731 -2.3701
C 3.0751 1.3635 0.1653
S 1.9785 -1.9920 1.9437
C 2.1622 2.0801 2.2373
C -1.9670 -2.8948 0.6582
O 3.0700 -2.8718 1.5672
O -0.5733 0.7729 -0.7929
C 1.8712 0.7075 2.5240
H -0.2616 -2.9852 -2.2725
N 2.6575 3.6702 0.4624
C 1.5203 3.9070 -0.0549
H -4.2281 -2.1347 -2.7051
H 3.0176 -0.7583 -0.3124
H 1.9230 2.8256 2.9362
H 1.3757 4.7287 -0.7270
C 0.4418 -2.2896 0.9784
N -0.7530 3.0044 -0.7519
H -2.9088 -3.1880 1.1464
C -1.7809 -3.0518 -0.6724
H -0.9744 -2.4229 2.5510
H -1.4091 3.8019 -0.6402
N 0.4173 3.0317 0.0298
C 2.2628 -0.3094 1.6850
O -2.9885 2.8238 -2.3548

Per-atom natural (NBO) charges, elementary charge units: 0.266 0.447 0.559 -0.493 -0.479 -0.148 0.250 0.225 0.233 -0.962 0.433 0.420 0.138 -0.143 0.566 -0.261 -0.170 -0.429 -0.237 2.194 -0.254 -0.258 -0.903 -0.571 -0.155 0.227 -0.473 0.302 0.199 0.233 0.230 0.186 -0.333 -0.417 0.237 0.148 0.233 0.419 -0.499 -0.400 -0.561



[2]
Below is a structure of composition C8H23BBrN2O3Sb in a non-equilibrium geometry, with properties calculated with the ωB97M-V functional and the def2-TZVPD basis.

Summary:
Energy relative to the best compared isomer or geometry (same formula, charge and spin) = 0.00 kJ/mol
Maximum force = 1.13 eV/Å
Multiplicity = 1
Gap between HOMO and LUMO = 0.2088 Eh
E_HOMO = -6.24 eV
LUMO = -0.56 eV

Atoms and positions in Å:
H -2.4304 1.6237 1.1581
H 1.2103 2.4106 2.2545
C 0.4272 2.9010 1.6798
H -1.0320 -1.7008 1.2679
H -0.0796 4.9384 1.1122
O -0.2813 -6.4164 -1.3137
H 4.2447 -5.9124 -0.9443
C -1.9453 1.2630 0.2404
Sb 0.5099 -3.4174 -0.9071
H 0.4498 1.1485 0.5421
H -2.1430 -0.6377 2.1809
N -2.2805 -5.0261 -1.5400
H -2.7721 -4.6766 -0.7262
H -2.4751 -4.4112 -2.3241
H 2.4509 6.2575 0.6488
C 0.8003 4.3495 1.3998
H -1.3325 3.3097 -0.2789
Br 0.7589 -3.2188 -3.5948
H 1.0956 2.4982 -0.1951
H -2.7177 1.0436 -0.5030
C -1.7924 -0.9325 1.1852
N 0.3258 2.1620 0.3905
H -0.5172 2.8111 2.2111
B -0.8476 -5.1824 -1.3059
H 2.7908 5.5041 -0.9243
H -0.8384 -2.2461 -0.9798
O 1.7380 4.3300 0.3506
H 1.1526 6.0954 -0.5702
O -1.1530 0.1459 0.5108
H 1.2365 4.7908 2.3008
H -2.6246 -1.3115 0.5918
C -0.9710 2.2860 -0.3423
C 2.0445 5.6268 -0.1452
H -0.7495 2.0445 -1.3798
C 2.2786 -4.7923 -0.7870
H 1.6225 -2.1074 -0.7872
H 0.3355 -3.4822 0.8623
C 3.2986 -5.4426 -0.8281
H 0.2121 -6.6257 -0.5107

Per-atom natural (NBO) charges, elementary charge units: 0.169 0.233 -0.240 0.244 0.175 -0.915 0.211 -0.075 0.897 0.477 0.161 -1.181 0.385 0.398 0.182 -0.082 0.218 -0.636 0.456 0.209 -0.257 -0.516 0.229 0.842 0.213 -0.308 -0.563 0.176 -0.566 0.202 0.191 -0.239 -0.249 0.241 -0.434 -0.165 -0.258 -0.340 0.516



[3]
Below is the molecule C6H9BrClN3 in a non-equilibrium geometry, with properties calculated with the ωB97M-V functional and the def2-TZVPD basis.

Summary:
Energy relative to the best compared isomer or geometry (same formula, charge and spin) = 36.06 kJ/mol
Maximum force = 4.18 eV/Å
Multiplicity = 1
Gap between HOMO and LUMO = 0.3151 Eh
E_HOMO = -8.92 eV
LUMO = -0.34 eV
Structure (SMILES) = CN(C)[C@]1(Cl)N=C[C@H](Br)C=N1

Atoms and positions in Å:
H -3.0831 1.1549 1.0767
H -1.5752 0.6188 1.9066
C -2.3214 0.3198 1.0723
H -2.9354 0.1196 -1.7005
H 2.2821 0.2302 -2.1523
N 0.6002 0.6876 1.1388
H -2.4810 -1.3333 -0.8541
C 1.8830 0.1243 -1.1611
C 0.0247 -0.0728 0.1166
C 2.6611 -0.0607 0.1427
Cl 0.1322 -1.8746 0.4617
H -1.2784 -0.4733 -2.0351
N 0.6327 0.0750 -1.1339
H 2.3844 1.2757 1.8989
H -2.6557 -0.7093 0.9956
H 2.7493 -1.1279 0.5636
N -1.4632 0.4014 -0.1482
C -2.0320 -0.3442 -1.2326
Br 4.5653 0.3125 -0.1511
C 1.9103 0.6764 1.1954

Per-atom natural (NBO) charges, elementary charge units: 0.214 0.231 -0.447 0.207 0.218 -0.424 0.160 0.134 0.398 -0.422 -0.108 0.239 -0.420 0.208 0.190 0.305 -0.414 -0.442 0.022 0.149